Molecular formula: CH3NO2
Method: DFT, ωB97M-V/def2-TZVPD

Structure (XYZ):
```
7
CH3NO2 ωB97M-V/def2-TZVPD
O 1.724 0.846 0.194
C 1.061 -0.121 0.094
N -0.525 -0.077 0.025
O -1.187 1.179 0.154
H 1.138 -1.235 -0.081
H -0.836 -0.599 -0.790
H -0.572 1.746 -0.310
```

Summary:
**Structure (SMILES)**: O=CNO
**HOMO energy**: -9.97 eV
**F_max**: 5.909 eV/Å

=====

Molecular formula: CH3NO2
Method: DFT, ωB97M-V/def2-TZVPD

Structure (XYZ):
```
7
CH3NO2 ωB97M-V/def2-TZVPD
N -0.490 -0.565 0.705
C 0.100 -0.044 -0.390
O 0.179 -0.581 -1.463
O 0.606 1.184 -0.132
H -0.907 -1.476 0.650
H -0.510 -0.047 1.564
H 1.021 1.529 -0.934
```

Summary:
**Structure (SMILES)**: NC(=O)O
**HOMO energy**: -10.59 eV
**F_max**: 0.458 eV/Å

=====

Molecular formula: CH3NO2P2
Method: DFT, ωB97M-V/def2-TZVPD

Structure (XYZ):
```
9
CH3NO2P2 ωB97M-V/def2-TZVPD
C 0.282 -1.294 0.517
N -1.091 -0.946 0.484
P -1.823 0.429 0.338
O -0.493 1.443 -0.214
P 0.119 1.818 -1.627
O 0.680 3.062 -1.281
H 1.047 -0.528 0.653
H 0.474 -2.006 1.371
H 0.806 -1.977 -0.242
```

Summary:
**Structure (SMILES)**: C/N=P\OP=O
**HOMO energy**: -10.17 eV
**F_max**: 5.361 eV/Å

=====

Molecular formula: CH3NO2S
Method: DFT, ωB97M-V/def2-TZVPD

Structure (XYZ):
```
8
CH3NO2S ωB97M-V/def2-TZVPD
O -1.488 -0.295 0.880
N -0.727 0.497 0.377
O -0.939 1.694 0.236
C 0.667 -0.077 0.265
S 0.775 -0.424 -1.555
H 1.458 0.724 0.442
H 0.658 -0.847 1.055
H -0.403 -1.272 -1.701
```

Summary:
**Structure (SMILES)**: O=[N+]([O-])CS
**HOMO energy**: -10.12 eV
**F_max**: 3.112 eV/Å

=====

Molecular formula: CH3NO2S
Method: DFT, ωB97M-V/def2-TZVPD

Structure (XYZ):
```
8
CH3NO2S ωB97M-V/def2-TZVPD
C -0.466 -1.300 0.533
N 0.892 0.953 0.021
O 0.170 -2.263 0.435
O -1.591 0.775 -1.015
S -0.343 0.041 -0.850
H -1.336 -1.064 1.287
H 0.868 2.039 0.058
H 1.807 0.820 -0.470
```

Summary:
**HOMO energy**: -8.94 eV
**F_max**: 4.192 eV/Å

=====

Molecular formula: CH3NO2S
Method: DFT, ωB97M-V/def2-TZVPD

Structure (XYZ):
```
8
CH3NO2S ωB97M-V/def2-TZVPD
C -1.439 0.130 0.002
N 0.040 0.037 -0.299
O 0.547 -1.072 0.008
H -1.976 0.460 -0.942
H -1.698 1.038 0.710
H -1.743 -0.804 0.516
O 3.056 0.738 0.360
S 3.213 -0.529 -0.355
```

Summary:
**Structure (SMILES)**: CN=O.O=S
**HOMO energy (spin up / spin down)**: -8.49 / -8.50 eV
**F_max**: 4.517 eV/Å

=====

Molecular formula: CH3NO2S2
Method: DFT, ωB97M-V/def2-TZVPD

Structure (XYZ):
```
9
CH3NO2S2 ωB97M-V/def2-TZVPD
C 0.653 -0.370 0.035
N -0.663 -0.400 0.510
O -0.012 0.953 3.865
O -0.769 -0.431 1.889
S 1.528 1.072 1.013
S 0.465 0.051 2.881
H 1.208 -1.279 0.145
H 0.844 -0.016 -0.998
H -1.138 0.459 0.476
```

Summary:
**HOMO energy**: -9.44 eV
**F_max**: 3.374 eV/Å

=====

Molecular formula: CH3NO3
Method: DFT, ωB97M-V/def2-TZVPD

Structure (XYZ):
```
8
CH3NO3 ωB97M-V/def2-TZVPD
N 1.964 2.034 0.000
O 3.013 2.574 0.000
C -1.144 -1.025 0.000
O -0.574 0.275 0.000
O 0.758 0.145 0.000
H -2.224 -0.851 0.000
H -0.897 -1.576 -0.885
H -0.897 -1.576 0.885
```

Summary:
**HOMO energy (spin up / spin down)**: -7.69 / -7.00 eV
**F_max**: 6.761 eV/Å

=====

Molecular formula: CH3NO3
Method: DFT, ωB97M-V/def2-TZVPD

Structure (XYZ):
```
8
CH3NO3 ωB97M-V/def2-TZVPD
C -0.945 0.644 0.106
N 0.247 -0.052 0.253
O -1.991 0.094 -0.158
O 0.337 -1.463 -0.075
O 1.395 0.527 -0.088
H -0.904 1.671 0.136
H -0.332 -1.785 -0.695
H 2.195 0.363 0.522
```

Summary:
**HOMO energy (spin up / spin down)**: -5.22 / -10.20 eV
**Multiplicity**: 3
**F_max**: 4.926 eV/Å

=====

Molecular formula: CH3NO3P
Method: DFT, ωB97M-V/def2-TZVPD

Structure (XYZ):
```
9
CH3NO3P ωB97M-V/def2-TZVPD
C -1.921 0.603 0.482
N 1.385 -1.074 -1.296
O 1.728 1.472 -0.312
O -2.833 0.245 -0.237
O 1.199 -0.565 1.184
P 1.012 0.151 -0.304
H -2.009 1.343 1.390
H 1.027 -1.025 -2.216
H 0.412 -1.149 1.308
```

Summary:
**HOMO energy (spin up / spin down)**: -3.62 / -2.68 eV
**Net charge**: -1
**F_max**: 2.281 eV/Å

=====

Molecular formula: CH3NO3S
Method: DFT, ωB97M-V/def2-TZVPD

Structure (XYZ):
```
9
CH3NO3S ωB97M-V/def2-TZVPD
C 0.806 -0.633 -0.125
N 1.763 0.327 0.106
O 2.818 0.502 -0.745
O -2.379 1.559 0.102
O -3.136 -0.871 0.560
S -2.231 0.037 -0.260
H 0.418 -0.796 -1.126
H -0.067 -0.541 0.462
H 2.010 0.416 1.027
```

Summary:
**HOMO energy (spin up / spin down)**: 1.46 / 2.62 eV
**Net charge**: -2
**F_max**: 3.654 eV/Å

=====

Molecular formula: CH3NO3S
Method: DFT, ωB97M-V/def2-TZVPD

Structure (XYZ):
```
9
CH3NO3S ωB97M-V/def2-TZVPD
O -0.251 1.299 -0.155
C -0.111 0.147 -0.217
N 0.994 -0.623 -0.346
O 2.280 -0.043 -0.366
O -1.183 -0.851 0.041
S -2.650 -0.102 -0.015
H 1.106 -1.502 0.096
H 2.179 0.671 0.281
H -2.364 1.004 0.683
```

Summary:
**Structure (SMILES)**: O=C(NO)OS
**HOMO energy**: -9.15 eV
**F_max**: 4.987 eV/Å

=====

E_tot (eV)
-6668.1377, -6671.6641, -25248.1365, -17502.3021, -17503.7120, -17500.9498, -28337.7713, -8708.9287, -8709.9296, -18006.7374, -19547.7068, -19550.9659
Energy relative to the best compared isomer or geometry (same formula, charge and spin) (eV)
3.526, 0.000, 0.000, 3.168, 1.758, 4.520, 2.651, 8.038, 1.974, 3.823, 1.389, 2.349